i:
{"formula": "C4H10N3O2", "method": "ωB97M-V/def2-TZVPD", "e_homo_ev": -13.08, "orbital_gap_ev": 9.747, "charge": 1, "species": ["H", "H", "H", "H", "H", "N", "O", "H", "H", "H", "O", "C", "N", "H", "C", "C", "H", "N", "C"], "xyz": [[-2.21, -0.86, -0.90], [-1.97, -0.96, 1.60], [-1.77, -2.54, -0.45], [-1.65, 0.97, 0.24], [-0.51, -0.91, -2.29], [-0.37, -1.29, -1.36], [2.88, 1.71, -0.02], [-0.19, -1.38, 1.43], [1.35, 2.52, -0.22], [-0.47, 2.67, -0.34], [1.37, 0.30, 0.73], [0.25, 1.00, 0.36], [0.37, 2.10, -0.26], [3.33, 0.05, 1.12], [-1.45, -1.53, -0.51], [-1.10, -0.96, 0.97], [0.42, -2.04, -1.34], [-0.89, 0.40, 0.65], [2.62, 0.73, 0.58]]}

ii:
{"formula": "C4H10N3O2", "method": "ωB97M-V/def2-TZVPD", "e_homo_ev": [-13.04, -13.04], "orbital_gap_ev": [7.216, 7.219], "charge": 1, "species": ["H", "N", "C", "O", "C", "H", "H", "H", "H", "H", "O", "N", "H", "H", "N", "H", "H", "C", "C"], "xyz": [[1.28, 2.94, 0.20], [-0.23, -1.04, -0.75], [0.86, -1.94, -0.43], [0.97, 1.57, 1.91], [0.06, 1.14, 1.17], [-1.45, -1.76, 0.87], [-1.31, 1.64, -0.39], [-0.06, -0.65, 2.05], [-2.03, -0.21, 0.13], [1.26, -1.81, 0.55], [0.34, 2.99, -0.31], [0.00, 0.14, -1.45], [0.45, -2.98, -0.51], [-0.67, 0.34, -2.12], [-0.47, -0.11, 1.35], [0.97, 0.36, -1.51], [1.62, -1.71, -1.20], [-1.17, -0.88, 0.41], [-0.42, 1.97, 0.03]]}

It turns out i is the most stable, with the second structure 0.1161 hartree higher.

i:
{"formula": "C2H5OPS2", "method": "ωB97M-V/def2-TZVPD", "e_homo_ev": [-8.90, -8.90], "orbital_gap_ev": [7.038, 7.036], "species": ["H", "O", "H", "C", "S", "H", "S", "H", "P", "H", "C"], "xyz": [[-2.13, -1.65, -0.52], [1.94, 0.16, -1.71], [-0.73, 0.61, 0.86], [-1.46, 0.12, 0.18], [1.95, -1.62, 0.67], [1.24, 2.59, -0.45], [1.89, 0.06, -0.26], [-2.13, 0.81, -0.27], [1.58, 1.91, 0.71], [-0.75, -1.78, 0.64], [-1.41, -1.20, 0.16]]}

ii:
{"formula": "C2H5OPS2", "method": "ωB97M-V/def2-TZVPD", "e_homo_ev": [-8.28, -8.28], "orbital_gap_ev": [6.676, 6.677], "species": ["P", "C", "H", "S", "C", "H", "O", "H", "H", "H", "S"], "xyz": [[-1.18, -2.30, -1.11], [-0.20, 0.63, 1.07], [1.33, 1.69, -0.05], [-1.67, -0.76, -2.18], [0.70, 0.76, -0.14], [0.23, 0.88, -1.17], [0.43, -1.87, -0.23], [0.53, 0.25, 1.85], [-1.15, -0.11, 0.88], [-0.66, 1.57, 1.52], [1.63, -0.75, -0.43]]}

iii:
{"formula": "C2H5OPS2", "method": "ωB97M-V/def2-TZVPD", "e_homo_ev": -9.28, "orbital_gap_ev": 7.965, "species": ["H", "O", "S", "H", "H", "C", "C", "H", "H", "S", "P"], "xyz": [[-0.94, -1.34, -0.27], [1.79, -0.05, 0.72], [0.30, 2.00, -0.21], [-0.39, -0.04, -1.60], [0.73, -1.36, -0.87], [0.49, 0.28, 0.50], [-0.11, -0.66, -0.62], [-0.09, 0.26, 1.49], [0.50, 2.58, 1.01], [4.83, -0.27, 0.28], [3.15, 0.22, -0.50]]}

It turns out iii is the most stable, with the second structure 0.0257 hartree higher.

i:
{"formula": "CH3NO4", "method": "ωB97M-V/def2-TZVPD", "e_homo_ev": [-9.60, -10.07], "orbital_gap_ev": [7.827, 8.774], "species": ["H", "N", "O", "C", "H", "O", "H", "O", "O"], "xyz": [[2.06, 0.00, -0.73], [0.01, -0.71, -0.70], [-1.93, -0.31, 0.83], [1.16, -0.08, -0.10], [1.46, -0.46, 0.85], [-1.47, 0.85, 0.49], [1.11, 1.04, 0.23], [-1.56, 0.99, -0.80], [-0.83, -1.32, -0.08]]}

ii:
{"formula": "CH3NO4", "method": "ωB97M-V/def2-TZVPD", "e_homo_ev": -11.38, "orbital_gap_ev": 10.995, "species": ["O", "O", "O", "H", "O", "H", "C", "H", "N"], "xyz": [[-0.33, 1.16, -1.39], [-1.51, 1.04, 0.39], [1.00, -0.94, -0.81], [0.11, 0.25, 1.83], [0.85, -0.03, 1.31], [-0.64, -1.34, 0.45], [0.20, -0.45, 0.17], [0.94, -0.39, -1.64], [-0.61, 0.70, -0.31]]}

It turns out ii is the most stable, with the second structure 0.2984 hartree higher.